1.
Here is a 8-piece molecular cluster, C29H68Br2N3O12S8 overall in a non-equilibrium geometry from OMol25. Energies are from ωB97M-V/def2-TZVPD.

Results
- Maximum force: 1.15 eV/Å
- Highest occupied orbital energy: -10.03 eV
- Gap between HOMO and LUMO: 7.81 eV
- Molar mass: 1067.22 g/mol

```
! RIJCOSX wB97M-V def2-TZVPD def2/J DEFGRID3
* xyz 1 1
C -3.339 -1.018 0.458
H 0.696 1.043 8.182
Br -1.108 -1.148 3.834
H 4.374 -7.309 1.973
O 4.173 -0.336 2.906
S -4.767 6.657 -4.420
O -3.607 3.632 1.581
H -1.466 -0.086 10.112
O 0.412 0.551 -0.842
H 3.594 -3.602 -8.445
H 0.529 -4.146 0.300
C -5.742 -0.328 0.625
C 3.108 -4.123 -7.620
S -5.235 3.013 -2.763
H -2.088 0.297 -0.633
H -5.407 8.952 -4.256
H -3.215 0.581 2.845
H 2.203 -8.607 2.554
H 1.005 -2.301 -7.313
C -6.799 3.039 -3.631
S 3.844 -2.406 -1.486
H -5.789 -1.399 0.431
N 0.454 -0.326 0.266
H -6.040 0.240 -0.245
C 7.550 1.224 -0.715
H -2.206 1.982 0.253
S 2.196 -6.539 1.365
Br -0.063 -4.095 2.905
H -1.574 -1.356 -0.690
C 2.399 -1.037 4.425
H 2.442 -1.366 -7.839
H -6.418 -0.148 1.459
C -5.684 4.201 -1.499
H -6.566 3.841 -0.969
H 1.697 -1.045 -6.255
H 3.440 -1.661 -3.708
O 5.493 1.797 -2.276
H 5.873 4.447 -1.092
S -2.272 3.420 2.059
C 0.053 -3.170 0.255
H -0.869 -3.321 -0.308
H 1.755 -0.417 5.045
S -0.940 -0.670 7.861
O 1.615 -6.125 0.057
H 0.612 -0.028 -1.590
H -4.768 8.302 -2.723
H -4.848 4.286 -0.807
H 5.007 -2.509 -3.554
H -3.297 -1.835 1.183
C -1.441 2.261 0.967
H 8.006 1.502 0.235
O 4.355 0.138 5.066
C 1.698 -8.236 1.662
H -3.813 -1.427 -0.434
C -4.203 0.296 2.488
S 2.997 -3.021 -6.211
H -4.105 1.007 0.458
H -4.515 -0.590 3.042
H -5.886 5.159 -1.977
C -1.812 0.242 9.133
C 3.003 -3.889 -2.014
H 4.020 -7.602 0.240
H 3.150 1.453 2.619
H -5.360 7.773 -6.445
H 0.972 -0.364 9.259
H 4.353 0.969 1.404
O -1.330 -0.056 6.557
H 1.396 -0.464 7.535
C 3.568 0.613 2.067
H 0.622 -8.241 1.821
N 0.680 1.300 1.857
C -4.289 0.071 0.987
H 1.010 2.251 1.757
H -6.957 4.039 -4.032
H 8.208 1.476 -1.546
H 0.721 -2.488 -0.259
H -2.364 2.706 3.210
O -1.383 4.529 2.250
O -6.184 6.243 -4.224
O 2.767 -1.455 -1.007
H 2.587 -4.379 -1.133
C 3.702 -0.351 4.217
H 1.948 -8.847 0.795
O -5.141 1.687 -2.080
S 5.992 2.094 -0.909
H 4.423 -5.962 0.811
H 1.881 -1.262 3.499
H -0.698 2.881 0.468
H -4.878 1.108 2.761
C 4.327 -1.794 -3.092
H 4.833 -0.839 -2.953
C -4.581 7.068 -6.156
C -4.632 8.335 -3.802
H 2.838 -0.754 0.554
H 2.109 -4.449 -7.904
H -1.638 1.309 8.998
C -0.837 -0.342 1.012
N 2.563 0.003 1.214
C -0.694 -1.495 2.021
C -1.946 -0.586 -0.015
H 2.565 -1.978 4.947
H -3.592 7.495 -6.320
H -6.738 2.312 -4.439
H -3.641 8.726 -4.035
H 7.339 0.157 -0.720
H 7.407 3.820 -1.749
C 0.696 -0.044 8.254
H -4.683 6.147 -6.726
H -2.872 0.023 9.027
H 2.213 -3.633 -2.719
C -0.276 -2.707 1.649
H 3.708 -4.981 -7.324
C 6.689 3.746 -0.933
C -0.796 1.077 1.693
H -7.595 2.761 -2.940
C 1.924 -1.813 -6.991
H -1.143 1.085 2.718
H 7.169 3.950 0.024
O 2.190 -3.708 -5.163
C 3.930 -6.898 1.067
H 3.726 -4.548 -2.493
C 1.319 0.343 1.149
*
```

2.
Here is C29H72MnN5O12 as an isolated structure in a non-equilibrium geometry from OMol25. Energies are from ωB97M-V/def2-TZVPD.

Results
- Maximum force: 3.00 eV/Å
- Highest occupied orbital energy (spin up / spin down): -10.73 / -10.73 eV
- Gap between HOMO and LUMO (spin up / spin down): 8.83 / 8.82 eV
- <S²>: 8.75
- Molar mass: 737.86 g/mol

```
! RIJCOSX wB97M-V def2-TZVPD def2/J DEFGRID3
* xyz 1 6
N -4.407 -0.601 -2.029
N 2.999 -1.374 -2.372
H -2.772 -1.364 1.734
H -1.280 -6.306 1.165
N 1.710 3.599 1.605
C -0.942 -0.597 -2.070
H -1.779 -0.289 0.988
O -1.913 -0.105 3.051
H 4.092 -3.178 -2.191
C -0.142 -3.882 -3.393
H 0.579 2.256 -0.545
O 5.705 -0.308 -2.358
Mn 1.105 -1.635 -1.285
H 2.337 4.279 4.276
H 1.477 -3.091 -4.838
C 1.413 6.247 5.927
H -5.929 -2.136 -2.120
H -4.813 -0.363 -1.148
H 5.905 1.558 -3.232
H -4.515 0.125 -4.023
H 1.977 6.147 6.850
H -0.089 0.619 4.398
H -0.684 3.415 4.766
H -4.121 -2.529 -0.410
H -4.432 -5.108 0.203
H -0.246 -2.334 1.431
H -4.917 -6.203 -1.208
H -6.599 4.155 -4.087
O -0.711 3.789 -1.207
H 7.121 0.403 -3.680
C -5.088 0.263 -3.093
H 1.813 1.935 4.753
H 2.008 6.640 5.091
H 0.813 0.168 1.794
H 1.680 4.716 -1.615
H 2.767 5.019 -0.155
C -0.027 3.089 -0.176
O 0.993 -3.164 -2.869
H 3.875 -0.931 5.101
H -0.887 -3.970 -2.651
N -0.051 2.716 4.427
H 0.466 5.046 0.716
C 1.177 2.682 5.207
O -4.956 -4.095 -1.470
C 0.776 -2.571 1.579
H -5.823 4.219 -2.501
O -1.029 -1.543 -1.173
H -3.399 0.270 1.588
H -5.795 1.812 -1.631
C -2.539 -0.326 1.826
H 4.899 -1.407 3.671
H -7.374 3.280 -2.669
H 2.493 -1.948 0.888
H 1.804 -4.509 1.307
H 1.773 0.524 0.462
C 1.977 -3.053 -3.870
C -5.225 1.664 -2.590
C -6.433 3.588 -3.149
C 0.949 -3.941 0.873
C -1.630 1.301 3.270
H 3.075 1.111 2.376
H -2.353 2.705 -0.893
H 0.533 6.870 6.019
O 0.189 -0.166 -2.347
H -1.003 1.775 2.545
H 4.217 -1.937 -0.842
H 1.874 -0.871 -4.208
C 1.660 -0.153 1.302
H -1.443 1.273 5.379
H 2.675 4.114 5.954
H -2.861 -0.520 -2.560
H 0.396 -6.614 1.358
C 5.446 -1.678 -2.639
H 5.295 -1.857 -3.712
H -1.145 1.994 -1.973
C 6.075 0.481 -3.476
C 2.049 4.344 -0.644
O 0.917 4.981 5.617
H 6.300 -2.265 -2.283
H -4.624 -2.156 -3.351
C 4.115 -0.742 4.056
H 1.134 -2.597 2.580
O -5.724 2.463 -3.606
H 0.181 -4.841 -3.824
N 1.551 -1.591 0.804
C 4.156 -2.091 -1.937
H 5.396 0.356 -4.329
H 2.672 -3.896 -3.853
H -0.545 -3.303 -4.280
H 3.774 -0.212 1.467
C -1.678 2.942 -1.732
H 2.299 4.347 1.983
H -2.115 3.382 -2.604
C -4.375 -5.250 -0.867
H -2.594 1.863 3.223
C 2.634 -1.613 -3.795
C -0.297 -5.985 0.806
H 3.575 -1.527 -4.343
H 1.056 -3.754 -0.193
H -3.076 -3.162 -1.565
C 0.967 4.103 0.388
H -0.649 2.701 0.619
C 2.960 0.044 2.143
H -6.147 -0.117 -3.152
H -3.374 -5.204 -1.209
H -4.206 1.934 -2.320
O 2.907 -0.816 3.256
H 1.170 3.252 2.373
H 3.206 -0.384 -2.203
C -0.803 1.412 4.462
C 1.838 4.043 5.211
C -4.867 -1.957 -2.302
O -0.220 -4.604 1.154
H 2.606 3.391 -0.748
H -0.182 -6.105 -0.305
H 4.469 0.281 4.011
C -4.129 -2.941 -1.420
H 0.857 2.300 6.206
O -1.954 -0.217 -2.913
*
```